Entry 1:
Molecular formula: C16H26N4O
Method: DFT, ωB97M-V/def2-TZVPD

Element x y z (Å)
C1 -5.297699 -1.260509 -1.617342
C2 -4.649164 -0.575460 -0.416778
N1 -3.270005 -0.224099 -0.702515
C3 -2.331434 -1.328071 -0.602196
C4 -1.268467 -1.250837 -1.695294
C5 -2.816900 0.993697 -0.068710
C6 -2.856385 1.008778 1.479670
C7 -1.548875 1.522471 2.091344
N2 -0.469954 0.581850 1.914208
C8 0.450091 0.664616 0.930542
N3 0.533759 1.799459 0.241003
C9 1.450338 1.927910 -0.705194
C10 1.473719 3.230748 -1.438146
C11 2.343984 0.908870 -1.024978
C12 2.282755 -0.289054 -0.331631
C13 3.215988 -1.423861 -0.673786
O1 4.506065 -0.998820 -1.040518
C14 5.254753 -0.499123 0.039831
C15 1.324679 -0.428223 0.674737
C16 1.175331 -1.611308 1.412462
N4 1.002064 -2.558197 2.042370
H1 -6.348877 -1.450719 -1.415072
H2 -5.214881 -0.621219 -2.491748
H3 -4.812580 -2.207330 -1.838667
H4 -4.742829 -1.225122 0.469871
H5 -5.192528 0.348747 -0.207954
H6 -2.881034 -2.263546 -0.719733
H7 -1.837144 -1.364172 0.382235
H8 -1.743149 -1.258908 -2.672332
H9 -0.595087 -2.101647 -1.618723
H10 -0.682383 -0.339417 -1.609150
H11 -3.428979 1.812491 -0.456696
H12 -1.794187 1.172323 -0.401730
H13 -3.677925 1.633644 1.831244
H14 -3.037708 -0.004083 1.848138
H15 -1.246864 2.455698 1.615001
H16 -1.682062 1.691499 3.164858
H17 -0.568233 -0.313971 2.370287
H18 1.281806 3.067364 -2.497343
H19 0.714494 3.893465 -1.033800
H20 2.451683 3.699024 -1.342292
H21 3.076855 1.039451 -1.804821
H22 2.824358 -1.952239 -1.550746
H23 3.264968 -2.135566 0.165146
H24 5.369612 -1.257943 0.823863
H25 6.232925 -0.237124 -0.357926
H26 4.789157 0.391564 0.478525

Force components x, y, z for each atom (eV/Å):
0.0 0.1 0.3
0.0 -0.1 -0.2
-0.1 -0.1 -0.1
0.2 0.1 -0.3
-0.1 -0.1 0.2
0.0 0.0 0.2
0.2 0.1 -0.2
-0.4 0.2 0.1
0.0 -0.3 0.1
0.4 -0.2 0.0
-0.3 0.2 0.2
0.2 -0.3 -0.1
0.0 0.0 0.0
0.0 -0.1 0.0
-0.1 0.2 0.1
0.1 -0.2 -0.1
-0.2 0.0 -0.2
0.1 0.1 0.2
0.1 1.0 -0.7
-0.1 -0.6 0.4
-0.1 -0.2 0.1
-0.1 -0.1 0.0
0.0 0.1 -0.1
0.0 -0.1 -0.1
0.0 0.1 0.0
0.0 0.0 0.1
0.0 0.0 0.1
-0.1 -0.1 0.0
0.0 0.0 -0.1
0.2 -0.1 0.0
0.1 0.1 0.0
0.1 0.1 0.0
0.0 0.1 0.0
-0.1 0.0 0.1
-0.1 0.0 0.1
-0.1 0.0 0.2
0.1 0.1 -0.1
0.0 0.1 0.0
0.0 0.0 -0.1
0.0 0.0 0.0
0.1 0.1 0.0
0.1 0.0 -0.1
0.0 0.0 0.2
0.0 0.1 -0.1
0.0 0.0 0.0
0.0 0.0 0.1
0.0 0.0 0.0

Values from the calculation:
Orbital gap, eV: 8.660
SMILES: CCN(CC)CCCNc1nc(C)cc(COC)c1C#N


Entry 2:
Molecular formula: C27H75O34P7
Method: DFT, ωB97M-V/def2-TZVPD

Element x y z (Å)
C1 -5.079683 8.439191 16.208718
O1 -5.726539 9.318551 17.158355
P1 -7.046810 8.863217 17.927706
O2 -7.543783 7.539452 17.553517
O3 -6.638442 9.017125 19.446605
C2 -6.498785 10.296204 20.084892
O4 -8.049627 10.071324 17.689529
C3 -9.354745 9.831619 17.147090
H1 -4.413609 7.772237 16.749735
H2 -4.545034 9.052924 15.489667
H3 -5.883049 7.902038 15.705423
H4 -5.526982 10.390562 20.564295
H5 -7.262693 10.440305 20.849389
H6 -6.565677 11.035828 19.290119
H7 -9.434675 10.317956 16.176670
H8 -10.077168 10.286474 17.827797
H9 -9.586713 8.771002 17.090086
C4 0.593323 15.587887 22.909993
O5 -0.547646 15.908618 22.120410
P2 -1.944643 16.261104 22.785113
O6 -3.113592 15.782620 22.040184
O7 -1.828025 17.845899 22.910508
C5 -3.004270 18.633317 22.700670
O8 -1.807469 15.745949 24.279884
C6 -2.877635 15.972662 25.194773
H10 1.430543 15.383375 22.243976
H11 0.430288 14.642966 23.436625
H12 0.882521 16.351044 23.629057
H13 -3.289973 19.087734 23.658911
H14 -3.909839 18.058163 22.511835
H15 -2.853972 19.432187 21.983751
H16 -3.070092 15.049057 25.739306
H17 -3.812310 16.152288 24.652040
H18 -2.658597 16.798727 25.864474
C7 -8.467282 13.453951 16.859258
O9 -8.185482 13.219456 15.475866
P3 -6.755502 13.461569 14.853125
O10 -5.626512 13.493395 15.790395
O11 -6.977319 14.724049 13.944699
C8 -6.064369 15.055295 12.909206
O12 -6.623691 12.281969 13.775506
C9 -6.417943 10.954932 14.276513
H19 -9.473453 13.875494 16.914348
H20 -7.744601 14.083937 17.368134
H21 -8.564948 12.500013 17.379428
H22 -5.876449 16.130320 12.914498
H23 -6.445996 14.820444 11.917136
H24 -5.096490 14.577863 13.069645
H25 -5.595767 10.599503 13.647883
H26 -7.260190 10.277780 14.152099
H27 -6.013365 10.956108 15.289112
C10 -1.536656 5.094030 12.424565
O13 -0.887053 5.628029 11.279910
P4 0.187419 6.791920 11.453622
O14 0.812810 7.189023 10.196452
O15 -0.575682 7.873478 12.304238
C11 0.237540 8.867609 12.971989
O16 1.219984 6.223404 12.534017
C12 2.227505 5.288275 12.242327
H28 -1.407275 4.011087 12.485922
H29 -2.614445 5.255290 12.393085
H30 -1.133377 5.525637 13.341989
H31 0.084029 8.771497 14.045859
H32 -0.145793 9.848898 12.694639
H33 1.292407 8.773671 12.736962
H34 2.006857 4.262973 12.536350
H35 3.108273 5.587762 12.821184
H36 2.581219 5.329661 11.210076
C13 -7.142519 17.201815 24.131716
O17 -6.491444 18.194383 23.312748
P5 -7.051942 18.564905 21.873916
O18 -6.346137 19.578942 21.093632
O19 -7.173493 17.149489 21.166252
C14 -6.127151 16.618807 20.331211
O20 -8.571964 18.922180 22.196362
C15 -9.588427 18.713404 21.216963
H37 -8.154605 17.522115 24.384998
H38 -6.578868 17.191046 25.059544
H39 -7.172472 16.277392 23.558427
H40 -6.567028 16.401453 19.359814
H41 -5.753920 15.687402 20.746235
H42 -5.330819 17.351867 20.222648
H43 -9.982276 17.706505 21.359989
H44 -9.227813 18.817648 20.193323
H45 -10.375569 19.447128 21.369690
C16 0.451545 7.845180 19.059632
O21 -0.000487 6.662453 18.351391
P6 0.008017 6.596325 16.763004
O22 0.754445 7.633326 16.043750
O23 0.509378 5.097279 16.475943
C17 1.643563 4.900856 15.621315
O24 -1.521464 6.532814 16.379686
C18 -2.365083 5.515385 16.924714
H46 1.278727 7.578175 19.715313
H47 -0.418675 8.239068 19.574172
H48 0.879257 8.560545 18.356983
H49 2.444382 4.380209 16.158931
H50 2.085835 5.808021 15.225096
H51 1.296700 4.166135 14.894840
H52 -3.387137 5.749591 16.639305
H53 -2.322894 5.440762 18.011610
H54 -2.071356 4.553004 16.503333
C19 -4.348069 13.140892 18.526841
O25 -3.966215 11.812448 18.870110
P7 -2.451694 11.346466 18.843802
O26 -2.117993 10.164802 19.640153
O27 -2.104021 11.168176 17.302027
C20 -1.361332 10.031255 16.906142
O28 -1.694552 12.696562 19.216252
C21 -1.490648 12.850071 20.623147
H55 -3.671115 13.743161 17.923406
H56 -4.474204 13.787177 19.404691
H57 -5.322254 13.058628 18.063190
H58 -0.295365 10.111367 17.146867
H59 -1.337346 9.967541 15.819079
H60 -1.714178 9.112740 17.368391
H61 -2.370917 12.648400 21.233231
H62 -1.136658 13.866647 20.783737
H63 -0.674693 12.222622 20.985135
C22 -9.776199 14.015836 20.387183
O29 -8.859585 13.810272 21.436805
C23 -7.596403 13.554061 21.071716
O30 -7.210900 13.608182 19.930437
O31 -6.905126 13.346826 22.178274
C24 -5.520405 13.030333 22.085226
H64 -9.363013 14.659377 19.607863
H65 -10.674581 14.485428 20.777896
H66 -10.075750 13.092047 19.884765
H67 -4.946947 13.926165 22.345505
H68 -5.196896 12.865968 21.054908
H69 -5.231648 12.175150 22.685550
C25 1.541029 10.924738 21.363631
O32 2.848235 10.356264 21.372353
C26 3.011144 9.189273 21.975884
O33 2.135669 8.412116 22.256964
O34 4.318678 9.007873 22.178685
C27 4.676554 7.896700 22.968520
H70 0.756022 10.178260 21.251426
H71 1.504746 11.674309 20.581153
H72 1.407391 11.404926 22.336759
H73 4.889975 8.252532 23.984298
H74 5.618602 7.437945 22.666187
H75 3.953027 7.090876 23.055247

Force components x, y, z for each atom (eV/Å):
-0.9 0.2 0.3
0.0 0.2 0.0
0.8 0.0 0.2
0.0 0.0 0.1
-0.2 -0.4 0.3
0.2 0.3 -0.6
0.0 -0.1 -0.2
-0.4 0.2 0.3
0.1 0.0 -0.1
0.1 0.1 0.2
0.3 -0.4 -0.1
0.1 -0.3 -0.2
-0.2 -0.2 -0.2
0.0 0.5 0.5
0.1 -0.1 -0.1
0.1 0.1 -0.1
0.2 -0.1 -0.2
0.6 -1.0 0.2
-0.4 -0.2 0.5
0.4 0.7 -0.4
0.1 -0.1 0.2
-0.5 -0.3 -0.4
-1.1 0.6 1.4
0.4 -0.3 -0.2
-0.9 -0.4 -0.3
-0.1 0.4 -0.2
-0.2 0.2 0.1
-0.2 0.2 -0.1
0.5 0.2 -0.1
0.4 -0.3 -0.7
0.2 -0.2 -0.3
0.4 0.1 0.2
0.1 0.3 0.0
0.1 0.0 0.0
-0.9 -0.4 0.4
0.2 0.2 0.1
0.4 -1.0 -0.4
-0.3 0.3 0.0
-0.4 0.1 -0.1
0.9 0.5 -0.3
-0.8 0.5 0.4
1.6 -0.1 -0.5
0.2 0.4 -0.2
0.1 0.0 -0.1
0.5 0.0 -0.1
-0.2 0.0 0.3
-0.2 -0.4 0.2
-0.1 -0.1 -0.1
-0.2 -0.4 0.1
-0.3 0.4 0.1
-0.4 0.1 0.1
-0.2 -0.4 0.7
0.0 0.3 -0.2
0.2 -0.8 -0.2
-0.2 0.0 0.0
0.4 0.0 0.1
-0.6 0.5 0.5
-0.6 0.1 0.3
1.6 0.2 -0.1
0.3 0.1 -0.3
0.1 0.3 -0.2
-0.1 0.0 0.0
0.2 -0.3 0.0
0.2 -0.1 -0.3
0.0 0.0 -0.1
-0.5 0.1 -0.1
-0.2 0.0 0.1
-0.5 0.0 -0.1
-0.2 0.6 -0.3
0.2 0.8 -0.1
-0.7 -0.3 -0.1
0.4 -0.2 0.5
-0.3 -0.2 0.0
-0.1 0.2 -0.3
0.4 -0.2 0.0
-0.2 -0.2 -0.1
0.0 0.0 -0.2
0.2 -0.5 -0.1
0.1 -0.3 0.4
0.0 0.0 0.0
0.1 0.1 0.2
0.1 -0.1 0.0
-0.1 0.0 -0.1
0.2 0.0 0.1
0.1 0.0 0.2
0.3 -0.1 -0.4
0.4 0.1 -0.5
0.4 -0.7 0.4
-0.3 0.1 0.2
0.1 1.0 0.3
0.4 -1.3 0.3
-0.2 0.2 0.0
-0.2 -0.5 -0.1
-0.4 -0.3 0.3
0.2 0.2 0.2
-0.3 0.1 -0.1
-0.2 0.2 0.4
-0.5 0.2 -0.3
0.2 0.5 -0.5
0.1 0.0 -0.1
0.2 0.3 0.0
-0.1 0.0 0.0
-0.8 1.3 0.3
0.7 -0.5 0.3
-0.2 0.3 -1.0
-0.3 0.1 0.4
-0.4 0.4 0.4
1.3 -0.5 -0.4
0.3 -0.5 0.3
0.9 0.6 0.5
0.2 -0.8 -0.5
0.1 -0.5 0.3
0.1 0.1 -0.3
-0.2 0.3 0.4
-0.6 0.0 0.0
-0.3 0.0 -0.1
-0.2 0.1 -0.2
-0.4 0.1 -0.1
-0.2 -0.4 -0.2
-0.4 0.3 -1.1
0.0 -0.3 0.5
-0.5 0.8 -0.4
0.3 -0.4 0.3
-0.1 -0.6 0.4
1.1 1.0 -1.0
0.1 0.1 0.2
0.1 0.0 0.3
0.2 -0.2 0.3
-0.1 -0.2 0.5
-0.5 -0.4 0.0
-0.4 0.0 0.3
-0.2 -0.1 0.7
0.4 0.4 -0.4
-0.3 -0.4 -0.1
0.0 0.1 0.2
-0.1 0.0 -0.4
0.9 -0.7 1.5
0.1 -0.1 -0.2
0.1 -0.1 -0.1
-0.2 0.1 -0.1
-0.3 0.1 -0.1
-0.1 0.4 -0.7
-0.4 0.3 -0.4

Values from the calculation:
Orbital gap, eV: 10.782
SMILES: COP(=O)(OC)OC.COP(=O)(OC)OC.COP(=O)(OC)OC.COP(=O)(OC)OC.COP(=O)(OC)OC.COP(=O)(OC)OC.COP(=O)(OC)OC.COC(=O)OC.COC(=O)OC


Entry 3:
Molecular formula: C2H4N2OS
Method: DFT, ωB97M-V/def2-TZVPD

Element x y z (Å)
H1 -2.205768 -1.687513 0.343014
N1 -2.364670 -0.776611 -0.308175
C1 -1.417543 0.076201 -0.116613
N2 -0.284596 0.037309 0.716168
O1 0.700906 0.964916 0.234345
C2 1.893069 0.605776 -0.213205
S1 2.584078 -0.813100 -0.010098
H2 -1.500352 1.042948 -0.627338
H3 0.128853 -0.885195 0.857334
H4 2.466026 1.435266 -0.875431

Force components x, y, z for each atom (eV/Å):
-0.3 2.4 -1.9
1.9 -1.5 2.7
-1.1 -0.2 -0.8
0.4 -0.5 -0.1
-0.9 1.3 -0.4
1.1 1.0 -1.5
0.4 -1.0 0.1
0.1 -0.3 0.1
0.2 0.2 -0.1
-1.9 -1.4 1.9

Values from the calculation:
Orbital gap, eV: 9.650
SMILES: [H]/N=C\NOC=S